Computed, not measured: a structure of composition C20H30CeCl2N3O3S at a distorted geometry, with ωB97M-V/def2-TZVPD.

Last column: Löwdin spin population.
Geometry (Å):
O (-3.2231, -0.1009, -2.2738)  0.002
C (-3.5858, -0.6622, -3.3044)  0.001
C (-4.9204, -0.5538, -3.9498)  0.000
C (-5.8902, 0.3675, -3.5111)  0.000
H (-5.5998, 1.1703, -2.8327)  0.000
C (-7.2081, 0.2803, -3.9821)  0.000
H (-7.9611, 0.9894, -3.6290)  0.000
C (-7.5392, -0.6944, -4.9455)  0.000
H (-8.5820, -0.7749, -5.2582)  0.000
C (-6.5280, -1.5008, -5.5031)  0.000
H (-6.7732, -2.1698, -6.3252)  0.000
C (-5.2193, -1.4150, -5.0192)  0.000
H (-4.3822, -1.9778, -5.4275)  0.000
H (-2.8840, -1.3245, -3.8435)  0.000
C (-1.9598, -3.2295, -0.0864)  0.054
C (-0.7072, -2.4553, 0.0151)  0.343
H (-1.8700, -4.1727, 0.4646)  0.016
H (-2.0925, -3.4700, -1.1499)  0.005
H (-2.8568, -2.6984, 0.2481)  0.001
C (0.5308, -2.7708, 0.3614)  0.051
C (0.9960, -3.8981, 1.2890)  0.023
H (1.4214, -2.2600, -0.0697)  0.011
H (0.2630, -4.7231, 1.3273)  0.001
H (1.1589, -3.5209, 2.3096)  -0.001
H (1.9593, -4.2886, 0.9532)  0.002
Ce (-0.3895, -0.0372, -0.6328)  -0.380
Cl (-2.6080, 0.5901, 0.4631)  0.010
Cl (-0.2362, -1.4359, -2.8069)  0.024
C (0.4316, 0.2337, 2.9374)  0.001
O (0.6253, 0.2819, 1.6879)  0.002
N (1.3918, 0.3452, 3.8695)  0.001
C (2.7152, 0.9208, 3.6467)  0.000
C (1.1016, -0.0023, 5.2574)  0.000
H (-0.5800, 0.0666, 3.3473)  0.000
H (2.8731, 1.1669, 2.6010)  0.000
H (3.4563, 0.1925, 3.9940)  0.000
H (2.8080, 1.8259, 4.2593)  0.000
H (0.1207, -0.4706, 5.3195)  0.000
H (1.1070, 0.8916, 5.8986)  0.000
H (1.8644, -0.6967, 5.6312)  0.000
H (5.3481, 0.1477, -1.8880)  0.000
H (4.7065, 1.1171, -4.2320)  0.000
C (4.4588, -0.4821, -1.9760)  0.000
C (3.8346, 0.4580, -4.1687)  0.000
N (3.4567, 0.2154, -2.7823)  0.002
H (4.0750, -0.7198, -0.9882)  0.000
C (2.2623, 0.5618, -2.3296)  0.003
O (1.8799, 0.3059, -1.1346)  0.006
H (2.9995, 0.9280, -4.6920)  0.000
H (1.5742, 1.0738, -3.0324)  0.001
H (4.7428, -1.4049, -2.4894)  0.000
H (4.0803, -0.4827, -4.6739)  0.000
S (-0.6462, 4.6377, -1.9984)  0.206
C (0.8416, 4.6710, -1.0891)  0.090
C (1.0773, 3.4346, -0.5330)  -0.010
N (0.0980, 2.4720, -0.8077)  0.173
C (-0.8755, 2.9831, -1.5632)  0.334
H (1.4857, 5.5361, -1.0281)  0.005
H (1.9362, 3.1656, 0.0815)  -0.003
H (-1.7499, 2.4067, -1.8408)  0.027

Computed properties:
spin multiplicity	2
DFT total energy	-2963.75624	Eh
gap between HOMO and LUMO (spin up / spin down)	3.453 / 7.010	eV
<S²>	1.24
largest force on an atom	0.0561	Eh/bohr

Computed, not measured: a structure of composition C20H30Cl5N2O3PPbSb2 at a distorted geometry, with ωB97M-V/def2-TZVPD.

Last column: natural (NBO) charge in e.
Geometry (Å):
Pb (1.2745, -0.2857, -1.0612)  1.280
C (1.9388, -0.7569, 2.4416)  -0.984
Sb (0.1344, -1.6501, 1.6910)  0.841
C (0.8917, -3.5779, 2.3765)  -0.932
C (-1.0276, -0.9069, 3.5603)  -0.637
C (-2.1834, -0.1859, 3.0426)  -0.060
C (-3.3992, -0.8556, 3.0789)  -0.229
C (-4.5703, -0.2744, 2.6031)  -0.232
C (-4.4844, 1.0612, 2.1280)  -0.213
C (-3.2846, 1.7297, 2.0321)  -0.223
C (-2.1338, 1.1723, 2.5452)  -0.056
C (-0.9198, 1.9616, 2.7379)  -0.680
Sb (0.2081, 1.8063, 0.8575)  0.868
C (-0.3494, 3.3613, -0.6692)  -0.926
C (2.0452, 2.7437, 1.5976)  -0.936
H (2.4289, -1.2994, 3.2744)  0.261
H (1.6669, 0.1824, 2.9081)  0.208
H (2.6597, -0.5354, 1.6386)  0.262
H (0.8390, -3.5995, 3.4688)  0.245
H (1.9526, -3.6565, 2.0038)  0.254
H (0.2027, -4.2728, 1.8851)  0.220
H (-0.3515, -0.1994, 4.0917)  0.234
H (-1.3291, -1.7827, 4.1519)  0.247
H (-3.3770, -1.8146, 3.5627)  0.216
H (-5.5112, -0.8087, 2.5380)  0.228
H (-5.4237, 1.5174, 1.7824)  0.229
H (-3.3099, 2.6566, 1.4876)  0.224
H (-0.3033, 1.6221, 3.5257)  0.239
H (-1.2502, 2.9742, 2.9803)  0.267
H (-1.1031, 4.0707, -0.2727)  0.245
H (-0.7676, 2.7987, -1.4909)  0.236
H (0.5963, 3.9715, -0.8794)  0.256
H (2.0562, 3.7505, 1.1752)  0.242
H (2.9349, 2.1606, 1.3127)  0.253
H (1.9373, 2.8135, 2.6854)  0.239
Cl (8.3147, 0.4927, -3.5388)  0.108
C (6.9031, 0.3218, -2.6556)  -0.142
C (5.7024, 0.6646, -3.2014)  -0.068
Cl (5.6298, 1.4156, -4.7384)  0.070
C (4.4981, 0.5202, -2.5071)  -0.165
Cl (3.0187, 0.9984, -3.2726)  0.041
C (4.4909, -0.1622, -1.2026)  0.326
O (3.4548, -0.3319, -0.3934)  -0.904
C (5.7664, -0.6076, -0.7090)  -0.153
Cl (5.8229, -1.7131, 0.5530)  0.084
C (6.9780, -0.2369, -1.3417)  -0.022
Cl (8.4686, -0.1545, -0.4812)  0.097
N (-3.4252, -2.2959, -0.8401)  -0.677
C (-3.4225, -0.9506, -1.4883)  -0.655
P (-1.9528, -0.6897, -2.4487)  2.143
O (-1.7337, 0.7959, -2.4883)  -1.118
O (-0.8755, -1.6340, -1.9234)  -1.150
C (-2.2867, -1.1841, -4.2128)  -0.619
N (-2.8148, 0.1125, -4.8841)  -0.707
H (-3.8715, -3.0283, -1.4073)  0.445
H (-3.8901, -2.2386, 0.0741)  0.460
H (-2.4575, -2.5993, -0.6713)  0.474
H (-3.6021, -0.2121, -0.6929)  0.297
H (-4.2947, -0.9197, -2.1219)  0.243
H (-3.0054, -1.9502, -4.5489)  0.253
H (-1.3443, -1.4384, -4.7045)  0.274
H (-2.4991, 0.9016, -4.2216)  0.491
H (-3.7961, 0.0672, -4.8382)  0.425
H (-2.4645, 0.1650, -5.8841)  0.463

Computed properties:
DFT total energy	-4430.41047	Eh
ΔE to the lowest compared entry with this formula, charge and spin	2.6863	eV
gap between HOMO and LUMO	5.707	eV
largest force on an atom	0.0590	Eh/bohr
charge	+2

Computed, not measured: a cluster of 2 separate species, C20H30N2O4P in total at a distorted geometry, with ωB97M-V/def2-TZVPD.

Last column: natural (NBO) charge in e.
Geometry (Å):
C (4.0415, -1.6144, 1.7005)  -0.626
C (4.5311, -0.4595, 0.6572)  -0.428
C (4.2486, 1.0289, 1.1630)  -0.411
C (2.8560, 1.6832, 0.6462)  -0.050
C (2.8666, 1.6205, -0.9495)  -0.642
N (1.6439, 1.1861, 1.3417)  -0.350
C (1.6674, 0.9823, 2.8158)  -0.029
C (0.2741, 0.4996, 3.2038)  -0.194
P (-0.5686, -0.0363, 4.7977)  1.047
C (-1.0318, -1.8733, 4.4462)  -0.945
O (-2.0990, 0.7745, 5.0008)  -0.917
N (-0.5527, 0.4634, 1.9981)  -0.535
C (0.3100, 0.8697, 0.9364)  0.510
C (-0.2637, 0.9529, -0.5492)  -0.506
C (-1.5690, -0.0145, -0.6035)  -0.056
C (-3.0016, 0.5930, -0.6619)  -0.244
C (-4.2548, -0.3455, -0.6631)  -0.226
C (-4.0999, -1.9126, -0.6347)  -0.207
C (-2.6512, -2.4919, -0.5653)  -0.212
C (-1.3859, -1.5551, -0.5471)  -0.016
C (0.0365, -2.2991, -0.4427)  -0.665
H (2.9813, -1.9037, 1.3645)  0.198
H (4.7211, -2.5401, 1.5661)  0.234
H (4.0913, -1.2666, 2.7937)  0.210
H (4.0955, -0.7406, -0.3573)  0.214
H (5.6786, -0.6089, 0.5749)  0.229
H (4.3551, 1.0714, 2.3159)  0.216
H (5.0974, 1.7126, 0.7683)  0.245
H (2.9483, 2.8089, 0.9172)  0.232
H (2.0642, 2.3525, -1.3402)  0.233
H (2.7467, 0.5774, -1.4013)  0.232
H (3.8738, 2.0453, -1.3259)  0.255
H (2.5089, 1.1339, 3.5599)  0.283
H (-1.9272, -1.8990, 3.7271)  0.221
H (-1.1955, -2.4311, 5.4259)  0.275
H (-0.1255, -2.2745, 3.8415)  0.247
H (-2.6900, 0.4912, 4.2514)  0.468
H (-1.5379, 0.1918, 2.0609)  0.471
H (-0.5177, 2.0354, -0.8100)  0.276
H (0.4762, 0.4683, -1.2832)  0.287
H (-3.0988, 1.7403, -0.6991)  0.237
H (-5.2811, 0.1530, -0.7006)  0.240
H (-4.9871, -2.6317, -0.6534)  0.250
H (-2.4949, -3.6350, -0.5421)  0.241
H (0.3049, -2.9143, -1.3687)  0.257
H (0.8927, -1.5782, -0.1699)  0.209
H (-0.0375, -3.0497, 0.4364)  0.236
C (-2.8917, 2.0401, -4.2827)  -0.101
C (-3.0943, 0.8042, -5.1050)  -0.104
O (-1.7660, 0.3754, -5.3721)  -0.472
C (-0.9753, 0.8891, -4.3931)  0.972
O (0.1731, 0.5864, -4.2201)  -0.588
O (-1.6532, 1.7910, -3.6317)  -0.500
H (-3.6902, 2.1922, -3.5545)  0.203
H (-2.7938, 2.9407, -4.8957)  0.193
H (-3.6164, 0.0159, -4.5546)  0.190
H (-3.6323, 1.0044, -6.0328)  0.214

Computed properties:
DFT total energy	-1531.45717	Eh
gap between HOMO and LUMO	8.767	eV
largest force on an atom	0.1290	Eh/bohr
charge	+1

Computed, not measured: an isolated molecule of C20H30N4O4, with ωB97M-V/def2-TZVPD.

Last column: natural (NBO) charge in e.
Geometry (Å):
C (0.8324, 7.3543, -1.2199)  -0.251
O (1.0755, 5.9763, -1.0613)  -0.499
C (1.2055, 5.2298, -2.2019)  0.252
C (1.1066, 5.7318, -3.4936)  -0.265
C (1.2677, 4.8860, -4.5768)  -0.238
C (1.5305, 3.5237, -4.4137)  0.183
N (1.6756, 2.7185, -5.5278)  -0.814
C (1.6084, 3.0134, -3.1054)  -0.132
C (1.8652, 1.5582, -2.8724)  0.660
O (2.4854, 0.8651, -3.6707)  -0.651
N (1.3505, 1.0431, -1.7284)  -0.604
C (1.5024, -0.3368, -1.3353)  -0.231
C (0.1854, -1.0978, -1.4217)  -0.407
C (0.2769, -2.5097, -0.8976)  0.250
O (1.2675, -3.1825, -1.6398)  -0.704
C (0.3815, -2.5893, 0.6507)  -0.224
N (-1.0163, -3.0237, 0.6535)  -0.455
C (-1.8957, -3.3259, 1.6365)  0.700
O (-2.8071, -4.1183, 1.4733)  -0.611
C (-1.6327, -2.6409, 2.9819)  0.042
N (-0.4756, -3.2829, 3.5849)  -0.448
C (-0.7081, -4.6930, 3.8488)  -0.414
C (0.0632, -2.6217, 4.7563)  -0.408
C (-1.6317, -1.1016, 2.7878)  -0.405
C (-3.1489, -1.1141, 3.0863)  -0.402
C (-2.9590, -2.4852, 3.7679)  -0.422
C (-1.1074, -3.2022, -0.7927)  -0.218
C (1.4544, 3.8819, -2.0269)  -0.227
H (0.7609, 7.7798, -0.2225)  0.199
H (1.6501, 7.8488, -1.7539)  0.174
H (-0.1083, 7.5398, -1.7479)  0.173
H (0.9096, 6.7790, -3.6735)  0.220
H (1.1872, 5.2908, -5.5782)  0.207
H (2.0972, 1.8211, -5.3413)  0.423
H (1.9164, 3.1757, -6.3879)  0.378
H (0.8160, 1.6530, -1.1357)  0.395
H (2.2566, -0.8149, -1.9536)  0.251
H (1.8925, -0.3759, -0.3118)  0.187
H (-0.5960, -0.5674, -0.8670)  0.202
H (-0.1387, -1.1274, -2.4664)  0.226
H (1.2951, -4.1014, -1.3544)  0.472
H (1.0533, -3.3565, 1.0393)  0.205
H (0.5619, -1.6409, 1.1595)  0.198
H (0.1968, -5.1409, 4.2587)  0.199
H (-1.5285, -4.8568, 4.5659)  0.173
H (-0.9566, -5.2284, 2.9336)  0.212
H (0.9270, -3.1817, 5.1131)  0.205
H (0.4126, -1.6193, 4.5175)  0.198
H (-0.6569, -2.5524, 5.5871)  0.166
H (-1.0855, -0.5676, 3.5617)  0.211
H (-1.3129, -0.7192, 1.8173)  0.202
H (-3.5211, -0.3076, 3.7148)  0.206
H (-3.7572, -1.1785, 2.1860)  0.209
H (-3.7185, -3.2466, 3.6059)  0.234
H (-2.7915, -2.3779, 4.8396)  0.202
H (-1.9371, -2.6599, -1.2480)  0.204
H (-1.1285, -4.2531, -1.0932)  0.198
H (1.5520, 3.5302, -1.0067)  0.212

Computed properties:
structure (SMILES)	COc1ccc(N)c(C(=O)NCCC2(O)CN(C(=O)C3(N(C)C)CCC3)C2)c1
DFT total energy	-1300.05672	Eh
ΔE to the lowest compared entry with this formula, charge and spin	3.0345	eV
gap between HOMO and LUMO	8.007	eV
largest force on an atom	0.0116	Eh/bohr